# 1
{
  "formula": "C4H11N3O",
  "method": "ωB97M-V with the def2-TZVPD basis set",
  "symbols": ["C", "N", "C", "N", "O", "H", "H", "H", "H", "H", "H", "C", "C", "N", "H", "H", "H", "H", "H"],
  "xyz": [[0.73333, 1.69438, -0.18369], [0.39867, 0.29576, -0.36520], [2.16817, -0.80363, 0.20982], [1.86691, -1.82582, -0.38072], [2.62629, -0.01526, 0.94286], [0.23833, 0.09648, -1.34954], [2.46838, -2.62149, -0.48578], [-0.14932, -2.13158, 0.28812], [-0.05554, 2.37849, -0.51624], [0.94197, 1.86521, 0.87066], [1.63251, 1.92067, -0.75547], [-2.07308, 0.56974, 0.16262], [-0.79318, -0.22152, 0.42477], [-1.02043, -1.60722, 0.16189], [-1.31307, -1.74329, -0.80060], [-0.49258, -0.11462, 1.47384], [-2.89418, 0.09411, 0.69107], [-2.30158, 0.57655, -0.90254], [-1.98160, 1.59304, 0.51415]],
  "forces_ev_per_a": [[-0.295, 0.188, -0.090], [-1.054, -0.057, 0.123], [0.205, -0.110, 0.897], [-0.328, -0.813, -1.055], [0.450, 0.296, 0.008], [0.009, -0.088, 0.090], [0.451, 0.059, 0.262], [-0.492, 0.259, -0.183], [0.010, 0.011, 0.099], [0.048, 0.098, 0.015], [0.055, 0.017, 0.091], [0.349, -0.115, 0.195], [0.625, 0.678, -0.392], [0.215, -0.561, 0.086], [-0.029, -0.033, 0.042], [-0.074, 0.042, -0.061], [-0.081, -0.022, 0.042], [-0.033, 0.016, -0.123], [-0.030, 0.133, -0.048]],
  "smiles": "CN[C@@H](C)N.N=C=O",
  "spin_multiplicity": 1
}

# 2
{
  "formula": "C4H11N3O",
  "method": "ωB97M-V with the def2-TZVPD basis set",
  "symbols": ["C", "O", "H", "H", "H", "H", "C", "C", "C", "N", "N", "N", "H", "H", "H", "H", "H", "H", "H"],
  "xyz": [[2.55741, 0.20477, 0.65963], [1.27950, 0.13472, 1.28106], [0.53495, -0.42181, 0.59520], [3.29958, -0.30320, 1.28000], [2.84302, 1.25265, 0.53405], [2.53109, -0.27281, -0.32561], [-1.22109, -1.81573, -0.53437], [-1.35895, 0.92630, 0.10107], [-0.49417, -0.50148, -0.63609], [-0.49294, 1.75627, 0.63731], [-2.60476, 0.91961, -0.00773], [0.14488, -0.23582, -1.70729], [0.49060, 1.18100, 1.05876], [-0.87870, 2.64302, 0.93487], [-3.02471, 0.29881, -0.68708], [0.57223, 0.69264, -1.67397], [-0.49495, -2.62689, -0.57049], [-1.76095, -1.88503, 0.41611], [-1.92205, -1.94702, -1.35541]],
  "forces_ev_per_a": [[0.096, -0.101, -0.258], [-1.644, -2.117, -1.418], [2.563, 1.786, 2.111], [-0.125, 0.053, -0.032], [-0.020, -0.075, 0.019], [0.050, 0.058, 0.049], [0.078, -0.149, 0.661], [1.349, -2.697, -0.667], [-2.434, 1.969, -0.830], [1.631, -0.250, 0.757], [-0.550, 0.622, -0.200], [0.929, -0.473, 0.518], [-1.923, 1.571, -0.629], [0.142, -0.094, 0.113], [0.218, -0.235, 0.208], [-0.376, 0.182, -0.014], [-0.012, -0.068, -0.103], [0.024, -0.002, -0.208], [0.005, 0.020, -0.079]],
  "smiles": "[H]/N=C(C)\\C(N)=N/[H].CO",
  "spin_multiplicity": 1
}

# 3
{
  "formula": "C4H11N3O",
  "method": "ωB97M-V with the def2-TZVPD basis set",
  "symbols": ["C", "C", "C", "C", "N", "N", "N", "O", "H", "H", "H", "H", "H", "H", "H", "H", "H", "H", "H"],
  "xyz": [[-0.87056, -1.92546, -1.06242], [0.39973, -1.44994, -0.30635], [-1.27652, 0.28109, -1.47531], [1.28978, 0.83464, -0.11839], [-1.76033, -0.89840, -1.34008], [0.14652, -0.06244, 0.17378], [-0.18022, -0.02576, 1.54347], [-0.98518, -3.08812, -1.36999], [0.35341, -2.28061, 0.49400], [1.27270, -1.27082, -0.97647], [-0.39875, 0.30811, -2.03550], [-2.02427, 1.15942, -1.49015], [1.01375, 1.86397, 0.25307], [2.06411, 0.51433, 0.60002], [1.47707, 0.97130, -1.13688], [-2.70455, -1.17683, -1.16893], [-0.44182, -0.98244, 1.86723], [-0.86023, 0.71939, 1.78696], [0.73439, 0.16846, 2.07374]],
  "forces_ev_per_a": [[2.193, -3.658, -1.465], [-1.299, 0.108, 0.577], [-3.279, 2.055, -0.432], [-0.982, 1.640, 4.104], [-0.906, -1.010, 0.101], [0.201, -0.186, -1.524], [1.743, -0.099, 1.782], [-0.412, 2.248, 0.710], [1.392, 1.365, -0.958], [-0.456, -1.467, 0.547], [1.679, 0.703, -0.409], [1.494, -1.246, 0.223], [0.085, -0.839, -0.425], [0.688, 0.103, -1.159], [0.702, -0.496, -1.483], [-1.183, 0.474, 0.059], [-0.458, 0.851, 0.014], [0.113, -0.500, -0.020], [-1.315, -0.046, -0.243]],
  "smiles": "C=[NH+]C(=O)CN(C)[NH3+]",
  "total_charge": 2,
  "spin_multiplicity": 1
}

# 4
{
  "formula": "C4H11N3O",
  "method": "ωB97M-V with the def2-TZVPD basis set",
  "symbols": ["C", "C", "C", "C", "N", "N", "N", "O", "H", "H", "H", "H", "H", "H", "H", "H", "H", "H", "H"],
  "xyz": [[1.94035, -0.17564, 0.15816], [-1.90057, 0.47484, -0.58085], [-1.89756, -1.04526, -0.21664], [-0.35352, -0.02058, 1.16586], [2.50883, 0.84173, -0.40614], [2.56606, -1.33875, 0.32740], [-0.90135, 1.09884, 0.38147], [-0.86174, -1.16566, 0.83302], [-1.88920, 0.68504, -1.60657], [-2.85765, 0.90194, -0.39468], [-2.91858, -1.41794, 0.00162], [-1.39800, -1.63091, -0.98579], [-0.13146, 0.17215, 2.32223], [2.05080, 1.72119, -0.56920], [3.20450, 0.64622, -1.03243], [2.29114, -2.02825, 0.92833], [3.53289, -1.21455, -0.01797], [-0.25845, 1.56580, -0.19312], [-1.39828, 1.76778, 1.04102]],
  "forces_ev_per_a": [[-2.926, -1.435, 3.020], [-1.599, -1.544, 1.857], [1.124, 0.436, -1.453], [2.799, -0.938, 1.487], [-1.772, 0.611, 0.563], [1.327, 4.858, -3.110], [-2.641, -0.297, 0.708], [-1.322, 1.198, 1.031], [1.710, 0.371, -1.597], [-0.845, 0.278, 0.966], [0.999, -0.036, 0.639], [-0.734, -0.065, -0.423], [-0.113, -0.354, -2.759], [-0.058, 0.089, 0.141], [2.788, -0.167, -1.941], [-0.806, -2.168, 1.618], [-0.320, -1.438, 0.674], [1.636, 1.132, -0.434], [0.753, -0.530, -0.985]],
  "total_charge": 2,
  "spin_multiplicity": 1
}

# 5
{
  "formula": "C4H11N3O",
  "method": "ωB97M-V with the def2-TZVPD basis set",
  "symbols": ["C", "C", "C", "C", "N", "N", "N", "O", "H", "H", "H", "H", "H", "H", "H", "H", "H", "H", "H"],
  "xyz": [[-2.26645, -0.26179, 0.08517], [-2.78792, 0.82283, -0.70018], [0.16075, -0.98703, 0.70356], [1.45604, 1.25143, 0.47328], [-1.33742, -0.96837, 0.56363], [0.93386, 0.09623, -0.15980], [2.04120, -0.62538, -0.89883], [-3.54146, -0.14632, 0.16263], [-2.81829, 0.85180, -1.81151], [-2.77523, 1.92098, -0.37731], [0.21069, -0.72966, 1.70548], [0.47988, -2.00829, 0.45223], [2.07336, 1.88216, -0.21505], [0.78440, 1.98651, 0.87005], [2.12615, 1.04409, 1.33994], [-1.65189, -1.87432, 0.99909], [2.09280, -0.27113, -1.76160], [1.87351, -1.64861, -1.02949], [2.94601, -0.33513, -0.40127]],
  "forces_ev_per_a": [[-0.149, 2.662, -1.203], [0.930, 2.628, -0.365], [0.337, 2.386, -3.053], [2.889, 1.462, 1.173], [0.346, -3.411, 0.768], [-2.078, -3.920, -0.583], [-0.003, -0.445, 5.554], [-0.146, -0.739, -0.465], [-0.506, -1.120, 0.782], [-0.075, -1.857, 0.344], [1.074, 0.185, 2.084], [-0.031, 0.481, 0.240], [-0.548, -0.752, 0.074], [-1.268, -0.162, -0.102], [-0.221, -0.244, -0.396], [-0.116, 1.212, -0.124], [0.105, 2.140, -4.628], [0.420, 0.757, 0.604], [-0.958, -1.262, -0.705]],
  "smiles": "CN([NH3+])C/[NH+]=C1\\CO1",
  "total_charge": 2,
  "spin_multiplicity": 1
}

# 6
{
  "formula": "C4H11N3O2",
  "method": "ωB97M-V with the def2-TZVPD basis set",
  "symbols": ["C", "C", "N", "N", "N", "H", "H", "H", "H", "H", "H", "H", "H", "C", "C", "O", "O", "H", "H", "H"],
  "xyz": [[0.92347, 0.18272, -2.22466], [1.57898, -1.26882, -0.20780], [0.53683, -0.69244, 0.40261], [1.59836, -1.01252, -1.66993], [2.58659, -1.96052, 0.36130], [-1.02401, 0.35108, 0.01677], [0.52664, -0.58571, 1.37821], [1.43787, -1.98602, -2.11235], [3.41123, -2.15398, -0.16685], [2.61309, -1.87243, 1.36510], [1.20226, 0.34778, -3.26855], [1.08378, 0.97202, -1.60921], [-0.21655, -0.02101, -2.16959], [-2.57515, 1.07791, 1.91110], [-2.11340, 1.92420, 0.82332], [-1.54612, 1.21706, -0.27634], [-2.03878, 3.17737, 0.63637], [-3.20408, 1.55665, 2.60299], [-1.79015, 0.64376, 2.63900], [-2.99086, 0.10290, 1.56851]],
  "forces_ev_per_a": [[-3.167, -4.166, -0.938], [-3.799, 3.591, -1.197], [1.883, -0.988, -2.699], [1.313, -3.384, 1.479], [-0.624, 0.040, 0.019], [-1.046, 1.848, -0.675], [0.613, -0.436, 1.692], [0.247, 2.594, 0.355], [0.334, 0.107, -0.039], [0.328, -0.358, -0.143], [0.211, -0.076, 0.350], [0.769, 2.426, 1.646], [1.623, 0.680, -0.401], [0.854, -2.747, 1.880], [3.443, 3.824, -4.757], [0.126, -1.325, 2.486], [-1.422, -4.587, 2.068], [-1.217, 0.800, 0.505], [-0.282, 1.134, -1.459], [-0.189, 1.022, -0.171]],
  "smiles": "[H]/N=C(\\N)NC.CC(=O)O",
  "spin_multiplicity": 1
}

Respective E_tot values: -398.49978 -398.39643 -397.72415 -397.74014 -397.70953 -473.71714 hartree.
Respective ΔE to the lowest compared entry with this formula, charge and spin values: 1.480 4.292 3.552 3.117 3.950 2.330 eV.